Version i
Density functional theory data (ωB97M-V with the def2-TZVPD basis set) for a cluster of 2 separate species, C3H6S3 in total.

Positions of all 12 atoms, in Å:
1 C 0.71 0.42 -0.44
2 C -1.44 -0.56 -0.06
3 C 1.30 -0.57 0.24
4 S -2.54 0.57 -0.55
5 S 0.53 2.03 0.26
6 S 1.60 -2.12 -0.52
7 H 0.49 0.34 -1.49
8 H -1.41 -0.68 1.03
9 H 1.58 -0.48 1.27
10 H -3.12 1.15 0.55
11 H 0.32 2.67 -0.89
12 H 1.98 -2.76 0.59

Computed properties:
gap between HOMO and LUMO	7.857	eV
molecular weight	138.282	g/mol


Version ii
Density functional theory data (ωB97M-V with the def2-TZVPD basis set) for the molecule C3H6S3.

Positions of all 12 atoms, in Å:
1 S 0.77 1.62 -1.14
2 C -0.19 0.75 0.08
3 C -0.64 -0.60 -0.28
4 S -2.29 -1.05 0.28
5 C 0.33 -0.42 0.85
6 S 1.98 -1.08 0.63
7 H 1.87 1.97 -0.51
8 H -0.93 1.42 0.57
9 H -0.32 -0.93 -1.23
10 H -2.80 -1.02 -0.91
11 H -0.07 -0.53 1.88
12 H 2.31 -0.14 -0.22

Computed properties:
gap between HOMO and LUMO	9.426	eV
structure (SMILES)	S[C@H]1[C@H](S)[C@H]1S
molecular weight	138.282	g/mol


version ii ends up most stable, edging out the next structure by 2.805 eV.


Version i
Density functional theory data (ωB97M-V with the def2-TZVPD basis set) for a cluster of 2 separate species, C4H14N3O in total.

Positions of all 22 atoms, in Å:
1 C 1.82 0.14 -0.43
2 C 0.56 0.13 -1.32
3 C -0.25 -1.09 -0.92
4 N -2.87 -1.65 0.16
5 C -1.80 -1.32 0.92
6 N -0.64 -0.98 0.49
7 N 1.29 0.49 0.92
8 H 2.56 0.86 -0.75
9 H 2.29 -0.85 -0.43
10 H 0.82 0.27 -2.37
11 H 0.03 1.07 -1.09
12 H 0.25 -2.05 -0.99
13 H -1.12 -1.02 -1.58
14 H -3.70 -1.95 0.63
15 H -2.85 -1.95 -0.79
16 H -1.91 -1.26 1.99
17 H 1.97 0.19 1.62
18 H 0.47 -0.21 1.06
19 H 1.07 1.48 1.01
20 H 1.72 3.89 0.78
21 H 0.96 3.86 -0.53
22 O 1.40 3.28 0.08

Computed properties:
gap between HOMO and LUMO	10.760	eV
molecular weight	120.176	g/mol
net charge	+1


Version ii
Density functional theory data (ωB97M-V with the def2-TZVPD basis set) for a cluster of 2 separate species, C4H14N3O in total.

Positions of all 22 atoms, in Å:
1 C -1.32 -0.63 -0.84
2 C 0.08 -1.06 -0.35
3 C 0.90 0.15 -0.04
4 C 1.51 0.74 -1.08
5 N 2.18 2.07 -1.02
6 N 0.62 0.77 1.15
7 N -2.32 -1.60 -0.44
8 H -1.24 -0.64 -1.94
9 H -1.52 0.40 -0.55
10 H 0.62 -1.76 -1.00
11 H -0.07 -1.70 0.52
12 H 1.64 0.23 -2.02
13 H 2.91 2.01 -1.72
14 H 1.49 2.77 -1.24
15 H 2.54 2.36 -0.12
16 H 1.34 1.37 1.52
17 H 0.26 0.10 1.87
18 H -2.71 -2.15 -1.20
19 H -3.15 -1.11 -0.13
20 H -1.06 -0.48 3.63
21 H -1.73 -0.99 2.23
22 O -0.95 -0.86 2.77

Computed properties:
gap between HOMO and LUMO	9.161	eV
molecular weight	120.176	g/mol
net charge	+1


version i ends up most stable, edging out the next structure by 1.312 eV.


Version i
Density functional theory data (ωB97M-V with the def2-TZVPD basis set) for a cluster of 12 separate species, C2H27O12 in total.

Positions of all 41 atoms, in Å:
1 C -0.20 1.56 0.38
2 C 0.78 0.44 0.65
3 O 0.39 -0.77 0.05
4 H -0.25 2.05 -0.56
5 H 0.24 2.30 0.99
6 H -1.19 1.16 0.67
7 H 0.83 0.22 1.73
8 H 1.78 0.72 0.36
9 O -0.97 -1.94 1.89
10 H -1.71 -1.34 1.68
11 H -0.38 -1.56 1.27
12 O 2.38 -2.10 1.11
13 H 1.73 -1.60 0.62
14 H 2.36 -2.94 0.65
15 O -3.22 -0.52 1.38
16 H -3.81 -0.80 0.70
17 H -3.49 0.40 1.30
18 O 1.50 0.27 -2.28
19 H 1.23 0.06 -1.36
20 H 1.20 -0.43 -2.82
21 O -3.31 2.49 -1.25
22 H -2.50 2.46 -1.77
23 H -3.87 2.98 -1.83
24 O -0.11 -3.03 -1.40
25 H -0.06 -2.30 -0.75
26 H 0.80 -3.20 -1.72
27 O 2.76 -0.37 3.61
28 H 2.80 -0.12 2.71
29 H 2.21 -1.15 3.78
30 O -1.83 -0.59 -1.45
31 H -1.92 0.22 -1.90
32 H -1.11 -0.35 -0.88
33 O 4.30 0.63 -2.06
34 H 3.39 0.42 -2.30
35 H 4.23 1.00 -1.21
36 O -1.44 1.55 -3.20
37 H -1.80 1.53 -4.10
38 H -0.50 1.45 -3.35
39 O -0.76 0.42 3.67
40 H -0.49 0.33 2.74
41 H -0.01 0.45 4.28

Computed properties:
gap between HOMO and LUMO	7.969	eV
molecular weight	243.226	g/mol
net charge	-1


Version ii
Density functional theory data (ωB97M-V with the def2-TZVPD basis set) for a cluster of 12 separate species, C2H27O12 in total.

Positions of all 41 atoms, in Å:
1 C -0.35 1.04 0.31
2 C -0.09 -0.44 0.60
3 O -0.02 -1.25 -0.53
4 H -1.24 1.00 -0.33
5 H 0.40 1.61 -0.24
6 H -0.71 1.59 1.18
7 H -0.77 -0.83 1.38
8 H 0.91 -0.51 1.08
9 O -0.42 0.22 -2.95
10 H 0.32 -0.28 -3.33
11 H -0.47 -0.12 -2.03
12 O -0.95 4.45 1.64
13 H -0.76 4.37 0.68
14 H -0.13 4.19 2.07
15 O 2.90 -2.17 1.38
16 H 3.72 -2.68 1.35
17 H 2.73 -1.92 0.45
18 O 0.92 -2.81 -2.81
19 H 0.52 -2.30 -2.08
20 H 1.86 -2.81 -2.61
21 O -2.87 -1.93 -0.94
22 H -3.21 -1.05 -0.73
23 H -1.91 -1.86 -0.78
24 O -0.34 -3.93 0.63
25 H 0.05 -3.83 1.50
26 H -0.21 -3.05 0.20
27 O 2.68 -0.83 -1.22
28 H 1.73 -0.95 -1.01
29 H 2.78 0.12 -1.33
30 O -0.17 0.81 3.92
31 H -1.13 0.93 3.84
32 H 0.12 0.63 3.02
33 O 0.80 2.69 -2.82
34 H 1.02 2.92 -3.73
35 H 0.44 1.77 -2.87
36 O -0.65 4.52 -1.21
37 H -1.49 4.06 -1.08
38 H -0.18 3.97 -1.88
39 O -2.12 -1.55 3.49
40 H -1.40 -2.18 3.35
41 H -2.31 -1.60 4.43

Computed properties:
gap between HOMO and LUMO	8.492	eV
molecular weight	243.226	g/mol
net charge	-1


version ii ends up most stable, edging out the next structure by 1.656 eV.


Version i
Density functional theory data (ωB97M-V with the def2-TZVPD basis set) for a cluster of 2 separate species, C5H5FOS in total.

Positions of all 13 atoms, in Å:
1 C 1.53 1.43 1.09
2 C 0.87 0.25 0.39
3 C -0.44 0.18 0.20
4 C -1.06 -0.99 -0.57
5 C -1.51 1.28 0.69
6 H 0.35 2.54 0.93
7 H 2.69 1.76 0.65
8 H 1.49 1.12 2.35
9 H -2.16 -1.06 -0.34
10 H -2.60 1.06 0.38
11 O -1.05 2.44 1.04
12 F 1.77 -0.63 0.11
13 S -0.22 -2.01 -1.51

Computed properties:
gap between HOMO and LUMO	7.702	eV
molecular weight	132.159	g/mol


Version ii
Density functional theory data (ωB97M-V with the def2-TZVPD basis set) for the molecule C5H5FOS.

Positions of all 13 atoms, in Å:
1 F 0.74 2.37 0.07
2 C 0.13 1.12 0.06
3 C -1.15 1.13 -0.38
4 O -1.98 0.02 -0.40
5 C -1.37 -1.15 -0.13
6 C -0.10 -1.24 0.30
7 C 0.77 -0.12 0.38
8 S 2.36 -0.46 -0.45
9 H -1.76 1.96 -0.83
10 H -1.93 -2.17 -0.22
11 H 0.39 -2.20 0.39
12 H 1.04 -0.08 1.43
13 H 2.85 0.82 -0.22

Computed properties:
gap between HOMO and LUMO	9.415	eV
structure (SMILES)	FC1=COC=C[C@H]1S
molecular weight	132.159	g/mol


version ii ends up most stable, edging out the next structure by 3.528 eV.